No. 1
The following is a DFT calculation (wB97M-V/def2-TZVPD) of a structure of composition C27H40NOSiTe2Tl.

Geometry as XYZ:
```
73
Properties=species:S:1:pos:R:3:forces:R:3
Tl -0.9725 -2.2775 -2.6871 0.0 0.0 0.1
C 2.7792 -3.9730 -1.2419 0.0 0.0 0.0
C 1.3486 -3.4624 -1.3152 0.0 -0.1 0.0
O 0.4384 -4.2118 -1.7932 0.0 0.0 -0.1
N 1.1138 -2.2513 -0.9194 -0.1 -0.2 0.1
Te 2.4055 -0.0693 -1.4116 0.2 0.5 -0.1
C 3.3157 1.9040 -1.6175 0.0 -0.1 0.0
C 3.9887 2.5613 -0.5804 0.0 0.0 0.0
C 4.2442 1.9232 0.7589 0.0 0.0 0.0
C 4.4546 3.8638 -0.7729 0.0 0.0 0.0
C 4.2929 4.5303 -1.9741 0.0 0.0 0.0
C 4.7925 5.9375 -2.1654 0.0 0.0 0.0
C 3.6620 3.8530 -3.0115 0.0 0.0 0.0
C 3.1781 2.5608 -2.8535 0.0 0.0 0.0
C 2.5102 1.9029 -4.0344 0.0 0.0 0.0
C 1.4200 0.5175 0.3722 0.0 0.0 0.0
C 0.5256 1.5913 0.3501 0.0 0.0 0.0
C 0.1686 2.3603 -0.8938 0.0 0.0 0.0
C -0.0757 1.9982 1.5422 0.0 0.0 0.0
C 0.1828 1.3711 2.7461 0.0 0.0 0.0
C -0.5021 1.7943 4.0165 0.0 0.0 0.0
C 1.0769 0.3085 2.7463 0.0 0.0 0.0
C 1.6929 -0.1383 1.5848 0.0 0.0 0.0
C 2.6233 -1.3140 1.6950 0.0 0.0 0.0
H 2.7624 -5.0610 -1.2710 0.0 0.0 0.0
H 3.2864 -3.6228 -0.3433 0.0 0.0 0.0
H 3.3334 -3.6014 -2.1063 0.0 0.0 0.0
H 4.3348 0.8421 0.6668 0.0 0.0 0.0
H 3.4283 2.1217 1.4571 0.0 0.0 0.0
H 5.1662 2.3136 1.1943 0.0 0.0 0.0
H 4.9680 4.3610 0.0452 0.0 0.0 0.0
H 5.2958 6.3002 -1.2690 0.0 0.0 0.0
H 3.9698 6.6206 -2.3879 0.0 0.0 0.0
H 5.4985 5.9975 -2.9964 0.0 0.0 0.0
H 3.5414 4.3466 -3.9716 0.0 0.0 0.0
H 2.5648 2.5492 -4.9112 0.0 0.0 0.0
H 1.4602 1.6840 -3.8300 0.0 0.0 0.0
H 2.9809 0.9512 -4.2868 0.0 0.0 0.0
H 0.3179 1.7644 -1.7929 0.0 0.0 0.0
H 0.7858 3.2580 -0.9866 0.0 0.0 0.0
H -0.8774 2.6673 -0.8535 0.0 0.0 0.0
H -0.7814 2.8226 1.5123 0.0 0.0 0.0
H -1.0783 2.7076 3.8681 0.0 0.0 0.0
H 0.2202 1.9724 4.8159 0.0 0.0 0.0
H -1.1877 1.0165 4.3605 0.0 0.0 0.0
H 1.2996 -0.1941 3.6822 0.0 0.0 0.0
H 2.9345 -1.4562 2.7307 0.0 0.0 0.0
H 3.5098 -1.1882 1.0729 0.0 0.0 0.0
H 2.1254 -2.2224 1.3455 0.0 0.0 0.0
C -6.6325 -3.7006 -0.4950 0.0 0.0 0.0
Si -5.8294 -2.0284 -0.8034 0.0 0.0 0.0
C -6.1427 -0.9374 0.6932 0.0 0.0 0.0
C -6.6549 -1.2390 -2.2968 0.0 0.0 0.0
C -4.0465 -2.2139 -1.0753 0.0 0.1 0.1
C -2.8191 -2.2816 -1.1195 0.0 -0.1 -0.2
H -7.7069 -3.5962 -0.3210 0.0 0.0 0.0
H -6.1912 -4.1830 0.3798 0.0 0.0 0.0
H -6.4861 -4.3652 -1.3487 0.0 0.0 0.0
H -7.2128 -0.8290 0.8903 0.0 0.0 0.0
H -5.7186 0.0563 0.5366 0.0 0.0 0.0
H -5.6696 -1.3611 1.5814 0.0 0.0 0.0
H -7.7316 -1.1323 -2.1391 0.0 0.0 0.0
H -6.4986 -1.8409 -3.1942 0.0 0.0 0.0
H -6.2379 -0.2473 -2.4838 0.0 0.0 0.0
C -0.5984 -2.8647 3.7635 0.0 0.0 0.0
Te -1.2674 -2.6099 1.7344 0.0 0.0 0.0
C -3.1770 -3.4332 2.2240 0.0 0.0 0.0
H -0.6999 -3.9064 4.0635 0.0 0.0 0.0
H -1.1730 -2.2284 4.4350 0.0 0.0 0.0
H 0.4510 -2.5819 3.8153 0.0 0.0 0.0
H -3.7007 -2.7790 2.9187 0.0 0.0 0.0
H -3.0473 -4.4204 2.6638 0.0 0.0 0.0
H -3.7321 -3.5070 1.2922 0.0 0.0 0.0
```
Forces are in eV/Å.

Summary:
LUMO energy (spin up / spin down) ... 0.0875 / 0.0831 Ha
Energy relative to the best compared isomer or geometry (same formula, charge and spin) ... 0.4143 eV
HOMO level (spin up / spin down) ... -4.50 / -4.50 eV
Multiplicity ... 2
Gap between HOMO and LUMO (spin up / spin down) ... 6.884 / 6.764 eV
Energy ... -2180.79569 hartree
Net charge ... -1

***

No. 2
The following is a DFT calculation (wB97M-V/def2-TZVPD) of a cluster of 8 separate species, C27H41BIO24 in total.

Geometry as XYZ:
```
94
Properties=species:S:1:pos:R:3:forces:R:3
C 6.7898 -0.3777 -1.3300 0.0 -0.1 0.0
C 5.2905 -0.4949 -1.4270 -0.2 0.1 -0.2
O 4.6326 -1.3457 -0.8918 0.1 -0.1 0.1
O 4.7781 0.4885 -2.1793 0.2 0.3 0.2
C 3.3384 0.6480 -2.2006 0.0 0.0 -0.1
C 2.7571 1.0997 -0.8657 0.0 0.1 -0.1
C 1.3101 0.6427 -0.6469 -0.1 0.0 0.1
C 1.0183 -0.8664 -0.7191 0.1 -0.1 0.0
B -0.3981 -1.1297 -1.4186 0.1 0.9 0.0
O -1.4905 -0.5681 -0.6273 0.0 -0.1 0.2
I -0.7876 -3.4388 -1.5898 0.0 -0.5 0.0
H 7.1880 0.3058 -2.0735 0.0 0.0 0.0
H 7.2385 -1.3621 -1.4432 0.0 0.0 0.0
H 7.0323 -0.0065 -0.3338 0.0 0.0 0.0
H 2.8740 -0.2669 -2.5601 0.1 -0.1 0.1
H 3.2069 1.4167 -2.9577 -0.1 0.0 -0.1
H 2.7686 2.1933 -0.8471 0.1 0.0 0.1
H 3.3970 0.7631 -0.0490 0.0 -0.2 0.0
H 1.0211 1.0132 0.3413 -0.1 0.1 -0.1
H 0.6693 1.1760 -1.3602 0.0 0.0 0.0
H 1.0508 -1.2938 0.2890 0.0 0.0 0.0
H 1.7953 -1.3882 -1.2826 0.0 0.0 0.0
H -0.4011 -0.7488 -2.5843 -0.1 -0.2 0.0
H -2.3243 -0.8788 -0.9830 -0.1 0.0 -0.1
C -1.9550 1.3762 1.5080 0.1 0.0 0.0
C -2.9310 0.6255 2.3897 0.0 0.0 -0.1
O -3.0645 1.5089 3.5229 0.0 0.0 0.0
C -2.7309 2.7598 3.1252 -0.1 0.0 0.1
O -2.8972 3.7305 3.8068 0.0 -0.1 -0.1
O -2.1959 2.7503 1.9049 0.0 0.0 0.0
H -2.1129 1.2415 0.4460 0.0 0.1 0.0
H -0.9186 1.1326 1.7368 0.0 0.0 0.0
H -3.9122 0.5135 1.9276 0.0 0.0 0.0
H -2.5673 -0.3406 2.7239 0.0 0.0 0.0
C -1.4825 3.0269 6.4343 0.0 -0.1 0.0
C -1.9504 1.6411 6.8403 -0.1 0.1 0.0
O -0.7347 1.0342 7.3067 0.0 0.0 0.0
C 0.1171 2.0086 7.6794 0.0 0.0 0.0
O 1.1402 1.8365 8.2671 0.0 0.0 0.0
O -0.3483 3.2167 7.3017 0.0 0.1 0.0
H -2.2088 3.8152 6.6011 0.0 0.0 0.0
H -1.1445 3.0690 5.4017 0.0 0.0 0.0
H -2.6579 1.6673 7.6706 0.0 0.0 0.0
H -2.3593 1.0614 6.0189 0.1 0.0 0.0
C -2.2331 -6.0633 -6.2116 0.1 0.0 0.0
C -1.2987 -5.1795 -5.4036 0.0 -0.2 0.1
O -2.2118 -4.2404 -4.8236 -0.1 0.2 -0.1
C -3.4314 -4.7716 -4.7931 -0.1 -0.2 -0.1
O -4.3895 -4.3101 -4.2507 0.0 0.0 -0.1
O -3.4688 -5.9376 -5.4994 0.0 0.0 0.0
H -1.9377 -7.1080 -6.2460 0.0 0.0 0.1
H -2.3816 -5.6884 -7.2277 0.0 0.0 0.0
H -0.8070 -5.7207 -4.5954 0.0 0.0 0.0
H -0.5555 -4.6653 -5.9969 -0.1 0.2 0.1
C -6.7694 -2.8751 -6.0361 -0.1 -0.1 0.1
C -7.6221 -4.0778 -6.3960 0.1 0.0 0.1
O -8.0478 -3.7639 -7.7298 0.0 0.0 0.0
C -7.1595 -2.8953 -8.2673 0.0 0.0 -0.1
O -7.1426 -2.5757 -9.4144 0.0 0.0 0.0
O -6.3029 -2.4521 -7.3279 0.0 0.1 0.0
H -5.9346 -3.1207 -5.3886 0.1 0.0 -0.1
H -7.3566 -2.0659 -5.5989 0.0 0.0 0.0
H -7.0365 -4.9977 -6.4215 0.0 0.0 0.0
H -8.4945 -4.2131 -5.7635 0.0 0.0 0.0
C 1.6361 6.6254 8.0474 0.0 -0.1 0.1
C 0.5037 5.9203 8.7693 0.0 0.0 -0.1
O 0.3863 6.6923 9.9740 0.0 0.0 0.0
C 0.9048 7.9205 9.7557 0.0 0.0 0.0
O 0.8120 8.8379 10.5088 0.0 0.0 0.0
O 1.5456 7.9599 8.5689 0.0 0.0 0.0
H 1.5541 6.6479 6.9662 0.0 0.0 0.0
H 2.6054 6.2086 8.3257 0.0 0.0 0.0
H -0.4380 5.9814 8.2226 0.0 0.0 0.0
H 0.7149 4.8838 9.0098 0.0 0.0 0.1
C 4.7209 3.1902 7.2457 0.1 0.0 0.0
C 5.8501 4.1970 7.4138 -0.1 -0.1 0.0
O 5.5201 5.1911 6.4363 0.0 0.1 0.0
C 4.1952 5.1155 6.1764 -0.2 -0.1 0.0
O 3.5687 5.8981 5.5394 0.1 0.1 0.0
O 3.6627 4.0179 6.7578 -0.1 0.0 0.0
H 4.4021 2.7100 8.1658 0.0 0.0 0.0
H 4.9465 2.4343 6.4925 0.0 0.0 0.0
H 5.8426 4.6647 8.3997 0.0 0.0 0.0
H 6.8387 3.8016 7.2002 0.0 0.0 0.0
C 1.2307 -4.8123 -10.3340 0.0 -0.1 0.0
C 0.4888 -6.1365 -10.4333 0.0 0.1 0.0
O 0.7158 -6.7050 -9.1393 0.0 0.0 0.0
C 0.9874 -5.7039 -8.2683 0.0 0.0 0.0
O 1.0446 -5.8263 -7.0883 0.1 -0.1 -0.2
O 1.1687 -4.5411 -8.9314 0.0 0.0 0.0
H 0.7641 -3.9953 -10.8760 0.0 0.0 0.0
H 2.2785 -4.9019 -10.6249 0.0 0.0 0.0
H -0.5849 -5.9989 -10.5698 0.0 0.0 0.0
H 0.8749 -6.8106 -11.1921 0.0 0.0 0.0
```
Forces are in eV/Å.

Summary:
LUMO energy ... 0.0606 Ha
HOMO level ... -4.87 eV
Gap between HOMO and LUMO ... 6.520 eV
Energy ... -3181.98247 hartree
Net charge ... -1

***

- energy of number 2 (C27H41BIO24)?
  -3181.98247 hartree

***

- Which value of energy does entry 2 give?
  -3181.98247 hartree